Record 1
ORCA calculation (wB97M-V/def2-TZVPD) on a molecular structure, C9H26N4O3Rb in a non-equilibrium geometry.

Structure (XYZ):
```
43
C9H26N4O3Rb wB97M-V/def2-TZVPD
Rb -18.787 15.915 -16.885
C -16.298 18.961 -15.569
O -17.013 18.057 -15.783
N -16.248 20.035 -16.175
N -15.599 19.049 -14.518
H -16.731 20.117 -17.058
H -15.541 20.711 -15.923
H -14.939 19.812 -14.561
H -15.453 18.347 -13.806
C -21.078 20.457 -17.133
C -21.073 18.879 -17.178
C -20.838 18.496 -18.616
O -20.848 17.037 -18.959
C -22.133 16.534 -18.919
N -20.027 18.334 -16.310
H -20.089 20.836 -17.392
H -21.431 20.835 -16.174
H -21.749 20.871 -17.885
H -22.053 18.572 -16.814
H -19.847 18.803 -18.951
H -21.497 19.092 -19.247
H -22.783 16.980 -19.671
H -22.529 16.576 -17.904
H -22.093 15.464 -19.122
H -19.148 18.811 -16.450
H -20.315 18.614 -15.384
C -15.217 17.108 -20.637
C -15.921 16.355 -19.464
C -15.199 16.528 -18.055
O -13.874 15.948 -18.100
C -13.230 15.809 -16.794
N -17.164 17.072 -19.526
H -14.643 18.018 -20.462
H -15.769 17.233 -21.568
H -14.616 16.277 -21.007
H -16.036 15.290 -19.666
H -15.839 16.303 -17.202
H -15.091 17.612 -17.999
H -13.336 16.700 -16.175
H -12.212 15.520 -17.056
H -13.521 14.888 -16.289
H -17.324 17.368 -20.478
H -16.975 17.907 -18.990
```

Results
**Frontier orbital gap**: 9.1 eV
**F_max**: 9.81 eV/A
**LUMO**: -2.57 eV
**Net charge**: +1
**Highest occupied orbital energy**: -11.70 eV

Record 2
ORCA calculation (wB97M-V/def2-TZVPD) on a gas-phase ion, C19H23N2 (charge +1) in a non-equilibrium geometry.

Structure (XYZ):
```
44
C19H23N2 wB97M-V/def2-TZVPD
C -1.386 -3.178 2.380
C -0.503 -2.402 1.401
N -0.026 -1.111 1.970
C 1.275 -0.691 2.247
C 2.471 -1.406 2.141
C 3.656 -0.728 2.443
C 3.653 0.619 2.839
C 2.437 1.334 2.960
C 1.250 0.656 2.697
C -0.145 1.050 2.760
C -0.900 -0.083 2.333
C -2.278 -0.089 2.273
C -2.958 1.082 2.628
C -2.230 2.218 3.054
C -0.822 2.234 3.107
H -1.097 -4.225 2.329
H -1.270 -2.842 3.427
H -2.425 -3.043 2.075
H 0.354 -2.904 0.940
H 2.473 -2.427 1.815
H 4.620 -1.222 2.374
H 4.585 1.138 3.088
H 2.398 2.391 3.259
H -2.839 -0.965 1.941
H -4.053 1.141 2.581
H -2.762 3.122 3.366
H -0.217 3.108 3.405
C -1.525 -3.477 -2.912
C -1.070 -2.030 -2.628
C -0.338 -1.907 -1.300
N -1.127 -2.489 -0.186
C -1.439 -3.861 -0.388
C -2.225 -4.081 -1.700
H -2.208 -3.484 -3.770
H -0.669 -4.098 -3.232
H -0.389 -1.715 -3.421
H -1.943 -1.361 -2.630
H 0.580 -2.551 -1.281
H -0.085 -0.870 -1.060
H -1.536 -1.738 0.540
H -0.450 -4.355 -0.453
H -1.986 -4.296 0.441
H -3.209 -3.603 -1.561
H -2.379 -5.153 -1.856
```

Results
**Frontier orbital gap**: 8.6 eV
**F_max**: 5.62 eV/A
**SMILES**: C[C@H](n1c2ccccc2c2ccccc21)[NH+]1CCCCC1
**LUMO**: -2.57 eV
**Net charge**: +1
**Highest occupied orbital energy**: -11.14 eV

Record 3
ORCA calculation (wB97M-V/def2-TZVPD) on C5H7OP in the gas phase in a non-equilibrium geometry.

Structure (XYZ):
```
14
C5H7OP wB97M-V/def2-TZVPD
C 0.751 0.478 -1.685
C 0.790 0.471 -0.259
C -0.278 -0.037 -2.481
C -0.316 0.129 0.500
C -0.416 -0.013 1.967
O -0.056 -1.228 2.554
P -1.751 -0.849 -2.203
H 1.685 0.750 -2.166
H 1.753 0.762 0.109
H -0.303 0.304 -3.439
H -1.414 0.098 2.268
H 0.073 0.774 2.568
H 0.745 -1.679 2.281
H -1.265 0.041 -0.014
```

Results
**Frontier orbital gap (alpha / beta)**: 6.9 / 6.5 eV
**F_max**: 3.24 eV/A
**LUMO (alpha / beta)**: -0.79 / -1.53 eV
**Highest occupied orbital energy (alpha / beta)**: -7.68 / -8.00 eV

Record 4
ORCA calculation (wB97M-V/def2-TZVPD) on 5 unconnected molecules or ions with the total composition C17H28N3O12Si in a non-equilibrium geometry.

Structure (XYZ):
```
61
C17H28N3O12Si wB97M-V/def2-TZVPD
C 1.931 -1.228 1.254
Si 2.063 -0.505 -0.538
C 3.326 -1.528 -1.538
C 2.780 1.291 -0.390
N 0.381 -0.509 -1.200
C -0.382 0.720 -1.135
N -1.681 0.465 -1.684
N -1.626 -0.849 -2.026
C -0.412 -1.544 -1.779
H 2.890 -1.097 1.848
H 1.604 -2.322 1.142
H 1.027 -0.691 1.729
H 4.235 -0.883 -1.758
H 3.698 -2.369 -0.846
H 2.950 -1.937 -2.531
H 2.952 1.718 -1.441
H 2.045 1.915 0.219
H 3.801 1.195 0.134
H -0.042 1.718 -0.701
H -2.422 -1.357 -2.431
H -0.099 -2.616 -1.949
C 0.397 2.823 2.712
C 0.375 3.161 4.173
O 1.146 2.117 4.754
C 1.964 1.632 3.783
O 2.858 0.863 3.975
O 1.635 2.138 2.559
H 0.364 3.710 2.078
H -0.417 2.150 2.425
H 0.857 4.118 4.388
H -0.635 3.172 4.583
C -5.455 1.126 -1.139
C -4.733 1.195 -2.451
O -5.659 0.618 -3.360
C -6.900 0.760 -2.812
O -7.921 0.533 -3.388
O -6.823 1.195 -1.524
H -5.196 1.953 -0.477
H -5.282 0.186 -0.617
H -4.526 2.223 -2.762
H -3.798 0.634 -2.440
C -6.098 -2.612 2.437
C -6.084 -1.710 3.634
O -5.082 -0.756 3.302
C -4.982 -0.734 1.948
O -4.352 0.078 1.329
O -5.688 -1.748 1.383
H -7.087 -3.026 2.238
H -5.380 -3.433 2.522
H -7.035 -1.190 3.778
H -5.828 -2.240 4.552
C 7.349 -1.263 -3.436
C 8.604 -0.908 -2.698
O 8.140 -0.024 -1.684
C 6.826 -0.299 -1.483
O 6.171 0.147 -0.584
O 6.346 -1.148 -2.433
H 7.376 -2.274 -3.845
H 7.124 -0.560 -4.243
H 9.071 -1.776 -2.223
H 9.339 -0.417 -3.336
```

Results
**Frontier orbital gap**: 8.8 eV
**F_max**: 5.48 eV/A
**LUMO**: -3.84 eV
**Net charge**: +1
**Highest occupied orbital energy**: -12.60 eV

Record 5
ORCA calculation (wB97M-V/def2-TZVPD) on 2 unconnected molecules or ions with the total composition C3H9NO2 in a non-equilibrium geometry.

Structure (XYZ):
```
15
C3H9NO2 wB97M-V/def2-TZVPD
C -1.659 -0.512 0.348
C -1.111 -1.327 -0.814
O -1.181 -2.535 -0.964
N -0.356 -0.742 -1.735
H -0.189 -1.266 -2.487
H -0.431 0.277 -1.769
H -1.127 0.468 0.661
H -1.770 -1.261 1.246
H -2.630 -0.128 0.026
C 1.667 1.335 1.223
O 1.404 1.011 -0.160
H 2.057 0.285 -0.347
H 1.459 2.480 1.407
H 1.141 0.749 2.014
H 2.726 1.165 1.351
```

Results
**Frontier orbital gap**: 10.2 eV
**F_max**: 6.25 eV/A
**SMILES**: CC(N)=O.CO
**LUMO**: 0.72 eV
**Highest occupied orbital energy**: -9.53 eV

Record 6
ORCA calculation (wB97M-V/def2-TZVPD) on 2 unconnected molecules or ions with the total composition C4H10NO3P in a non-equilibrium geometry.

Structure (XYZ):
```
19
C4H10NO3P wB97M-V/def2-TZVPD
C 2.038 -1.506 1.452
C 1.109 -1.623 0.345
C -1.057 -0.893 -3.215
C -1.149 2.215 2.249
N 0.826 -0.699 1.177
O -0.110 1.331 -0.289
O 0.046 -0.806 -2.350
O 0.180 1.749 2.191
P 0.853 1.193 0.817
H 1.988 -2.182 2.295
H 2.991 -1.013 1.297
H -0.039 0.001 -1.810
H 0.809 -1.978 -0.615
H -1.088 -0.045 -3.910
H -2.006 -0.935 -2.663
H -0.932 -1.818 -3.785
H -1.143 3.231 2.649
H -1.720 1.564 2.913
H -1.597 2.214 1.252
```

Results
**Frontier orbital gap (alpha / beta)**: 8.3 / 8.3 eV
**F_max**: 1.94 eV/A
**LUMO (alpha / beta)**: -0.45 / -0.45 eV
**Highest occupied orbital energy (alpha / beta)**: -8.74 / -8.74 eV

Record 7
ORCA calculation (wB97M-V/def2-TZVPD) on C4H7NO in the gas phase in a non-equilibrium geometry.

Structure (XYZ):
```
13
C4H7NO wB97M-V/def2-TZVPD
N 2.028 -0.344 -0.425
C 1.035 0.070 0.396
O 1.512 0.681 1.493
C -0.271 -0.094 0.198
C -1.248 -0.506 -0.811
C -1.538 0.576 0.168
H 1.706 -0.931 -1.169
H 2.872 -0.601 0.047
H 0.651 0.869 1.941
H -1.119 -0.221 -1.839
H -1.785 -1.439 -0.712
H -2.265 0.362 0.921
H -1.579 1.578 -0.210
```

Results
**Frontier orbital gap**: 8.6 eV
**F_max**: 1.67 eV/A
**SMILES**: NC(O)=C1CC1
**LUMO**: 0.94 eV
**Highest occupied orbital energy**: -7.70 eV

Record 8
ORCA calculation (wB97M-V/def2-TZVPD) on a gas-phase ion, C13H23N4O3S (charge +1) in a non-equilibrium geometry.

Structure (XYZ):
```
44
C13H23N4O3S wB97M-V/def2-TZVPD
C 2.451 -1.001 4.307
N 1.289 -1.322 3.515
C 0.674 -0.576 2.595
N 1.144 0.606 2.160
H 0.475 1.052 1.525
C 2.514 0.895 1.794
H 2.639 1.981 1.797
H 3.214 0.458 2.501
C 2.818 0.356 0.393
H 2.164 0.811 -0.352
H 3.859 0.543 0.135
S 2.509 -1.451 0.357
C 2.285 -1.732 -1.442
C 1.239 -0.885 -2.054
C 1.346 0.098 -2.998
C 0.028 0.534 -3.266
C -0.791 -0.202 -2.457
O -0.054 -1.062 -1.717
C -2.268 -0.207 -2.257
N -2.718 0.876 -1.341
C -2.539 2.208 -1.923
H -1.494 2.357 -2.186
H -3.155 2.316 -2.815
H -2.827 2.966 -1.198
C -4.108 0.658 -0.922
H -4.171 -0.273 -0.361
H -4.429 1.474 -0.279
H -4.762 0.610 -1.792
H -2.069 0.806 -0.463
H -2.785 -0.097 -3.213
H -2.544 -1.158 -1.795
H -0.261 1.275 -3.983
H 2.246 0.453 -3.457
H 2.021 -2.788 -1.501
H 3.241 -1.559 -1.934
C -0.587 -1.051 2.151
N -1.335 -0.518 1.191
O -2.350 -1.092 0.790
O -1.033 0.611 0.661
H -0.978 -1.975 2.543
H 0.866 -2.217 3.706
H 2.478 0.067 4.522
H 3.375 -1.308 3.811
H 2.381 -1.538 5.251
```

Results
**Frontier orbital gap**: 8.8 eV
**F_max**: 1.00 eV/A
**SMILES**: CN/C(=C/[N+](=O)[O-])NCCSCc1ccc(C[NH+](C)C)o1
**LUMO**: -2.65 eV
**Net charge**: +1
**Highest occupied orbital energy**: -11.47 eV

Record 9
ORCA calculation (wB97M-V/def2-TZVPD) on C4H8O in the gas phase in a non-equilibrium geometry.

Structure (XYZ):
```
13
C4H8O wB97M-V/def2-TZVPD
C -0.249 -1.467 0.464
C -0.486 -0.088 1.055
C -0.271 1.244 -0.926
C 1.021 1.072 -1.059
H 0.080 -2.155 1.271
H 0.542 -1.460 -0.266
H -1.171 -1.849 0.050
H 0.454 0.254 1.471
H -1.215 -0.132 1.841
H -0.870 1.779 -1.697
H 1.686 0.490 -0.351
H 1.502 1.465 -1.956
O -1.024 0.847 0.101
```

Results
**Frontier orbital gap**: 10.0 eV
**F_max**: 2.45 eV/A
**SMILES**: C=COCC
**LUMO**: 1.13 eV
**Highest occupied orbital energy**: -8.91 eV

Record 10
ORCA calculation (wB97M-V/def2-TZVPD) on 7 unconnected molecules or ions with the total composition C8H30O7 in a non-equilibrium geometry.

Structure (XYZ):
```
45
C8H30O7 wB97M-V/def2-TZVPD
O -14.456 9.861 -10.158
H -14.445 9.011 -9.716
H -15.382 10.034 -10.323
O -12.258 6.516 -9.985
H -13.172 6.535 -9.701
H -11.862 5.809 -9.475
O -10.672 8.600 -10.711
H -11.245 7.908 -10.381
H -11.111 9.414 -10.464
C -14.978 3.644 -9.396
C -14.950 4.267 -10.764
O -15.612 3.351 -11.664
H -14.520 2.655 -9.395
H -16.028 3.507 -9.138
H -14.356 4.234 -8.723
H -13.932 4.433 -11.116
H -15.399 5.260 -10.724
H -15.666 3.726 -12.546
C -8.705 3.439 -10.880
C -9.358 4.465 -11.810
O -8.446 4.750 -12.795
H -8.584 2.479 -11.383
H -9.336 3.333 -9.998
H -7.734 3.835 -10.585
H -9.657 5.314 -11.194
H -10.273 4.137 -12.303
H -8.886 5.394 -13.354
C -9.410 4.831 -6.835
C -10.597 5.400 -7.610
O -11.109 4.427 -8.498
H -8.468 4.932 -7.374
H -9.582 3.807 -6.504
H -9.354 5.521 -5.993
H -10.274 6.338 -8.061
H -11.445 5.519 -6.935
H -11.322 3.664 -7.956
C -16.566 8.737 -7.621
C -16.171 7.651 -8.594
O -14.788 7.513 -8.717
H -15.801 8.902 -6.862
H -17.550 8.608 -7.169
H -16.623 9.696 -8.136
H -16.713 7.710 -9.539
H -16.471 6.710 -8.133
H -14.438 7.272 -7.857
```

Results
**Frontier orbital gap**: 9.8 eV
**F_max**: 2.70 eV/A
**SMILES**: CCO.CCO.CCO.CCO.O.O.O
**LUMO**: 0.11 eV
**Highest occupied orbital energy**: -9.72 eV

Record 11
ORCA calculation (wB97M-V/def2-TZVPD) on C4H9NS in the gas phase in a non-equilibrium geometry.

Structure (XYZ):
```
15
C4H9NS wB97M-V/def2-TZVPD
C 2.036 0.777 -1.543
C 0.727 0.136 -1.958
C 0.348 -0.940 -0.951
C -1.382 -0.283 2.371
H 2.833 0.051 -1.289
H 2.422 1.361 -2.358
H 1.820 1.413 -0.710
H -0.015 0.906 -1.923
H 0.664 -0.401 -2.937
H 0.707 -1.924 -1.203
H -2.145 0.355 2.767
H -0.620 -0.410 3.130
H -1.765 -1.273 2.205
N -0.295 -0.886 0.130
S -0.763 0.499 0.868
```

Results
**Frontier orbital gap**: 9.3 eV
**F_max**: 1.69 eV/A
**SMILES**: CC/C=N\SC
**LUMO**: 1.02 eV
**Highest occupied orbital energy**: -8.30 eV

Record 12
ORCA calculation (wB97M-V/def2-TZVPD) on a gas-phase ion, C9H13N3 (charge +2) in a non-equilibrium geometry.

Structure (XYZ):
```
25
C9H13N3 wB97M-V/def2-TZVPD
C -2.353 -0.948 0.436
C 2.629 0.116 0.319
C 0.500 1.710 0.083
C -2.915 0.332 0.583
C 1.959 1.446 0.071
C 0.935 -1.500 0.962
C -1.853 1.291 -0.104
C -0.057 -1.448 -0.145
C 0.299 -1.733 -1.532
N 2.208 -1.000 0.671
N -1.332 -1.494 0.203
N -0.480 0.921 0.013
H 3.711 0.184 0.198
H 0.332 2.794 0.091
H -3.883 0.449 0.087
H -3.059 0.554 1.645
H 2.433 2.135 0.785
H 2.312 1.806 -0.910
H 0.553 -1.076 1.901
H 1.065 -2.586 1.165
H -2.097 1.336 -1.172
H -2.054 2.272 0.346
H 1.309 -1.417 -1.777
H -0.417 -1.320 -2.242
H 0.253 -2.824 -1.677
```

Results
**Frontier orbital gap (alpha / beta)**: 7.4 / 6.0 eV
**⟨S²⟩**: 2.036
**F_max**: 2.63 eV/A
**Spin multiplicity**: 3
**LUMO (alpha / beta)**: -8.28 / -11.94 eV
**Net charge**: +2
**Highest occupied orbital energy (alpha / beta)**: -15.71 / -17.93 eV

Record 13
ORCA calculation (wB97M-V/def2-TZVPD) on a molecular structure, C33H40BiN2O4PS4 in a non-equilibrium geometry.

Structure (XYZ):
```
85
C33H40BiN2O4PS4 wB97M-V/def2-TZVPD
Bi 0.584 0.153 -0.635
S 3.222 -0.593 -0.438
C 3.087 -2.166 0.285
C 4.115 -2.545 1.163
C 4.005 -3.632 2.020
C 2.869 -4.371 2.008
C 1.858 -4.067 1.106
C 1.976 -3.036 0.197
S 0.602 -2.874 -0.929
C 1.275 -3.563 -2.525
C 1.115 -2.587 -3.633
C 0.253 -2.818 -4.723
C 0.250 -1.874 -5.744
C 1.078 -0.777 -5.708
C 1.847 -0.605 -4.526
C 2.618 0.653 -4.398
S 2.090 1.746 -3.056
C 0.548 2.477 -3.553
C 0.663 3.773 -3.992
C -0.440 4.494 -4.401
C -1.665 3.909 -4.390
C -1.799 2.591 -4.002
C -0.713 1.820 -3.517
S -1.060 0.291 -2.780
N 1.906 -1.518 -3.591
H 4.998 -1.920 1.189
H 4.823 -3.851 2.695
H 2.752 -5.230 2.677
H 0.939 -4.666 1.067
H 0.710 -4.481 -2.744
H 2.337 -3.789 -2.460
H -0.412 -3.692 -4.774
H -0.366 -2.013 -6.648
H 1.081 -0.004 -6.473
H 2.585 1.224 -5.311
H 3.674 0.392 -4.125
H 1.671 4.199 -3.975
H -0.336 5.526 -4.744
H -2.507 4.524 -4.735
H -2.787 2.090 -4.065
C -2.405 -4.169 3.129
C -2.403 -3.509 1.754
C -2.090 -4.544 0.691
C -3.637 -2.673 1.489
O -1.204 -2.606 1.734
P -1.122 -1.035 1.629
O -1.655 -0.476 0.326
O 0.341 -0.637 1.726
O -2.029 -0.595 2.901
C -2.251 0.704 3.560
C -2.532 1.760 2.503
C -0.992 1.059 4.312
C -3.448 0.434 4.477
H -3.175 -4.935 3.182
H -2.587 -3.444 3.934
H -1.441 -4.646 3.282
H -2.943 -5.216 0.600
H -1.260 -5.154 1.026
H -1.855 -4.089 -0.275
H -4.509 -3.328 1.344
H -3.510 -2.081 0.585
H -3.787 -2.042 2.346
H -1.616 1.985 1.968
H -2.848 2.657 3.053
H -3.326 1.446 1.819
H -0.084 0.804 3.774
H -0.967 0.511 5.250
H -1.007 2.119 4.561
H -4.283 0.072 3.874
H -3.697 1.365 4.975
H -3.156 -0.282 5.234
C 1.672 6.504 2.603
C 1.579 5.267 1.787
C 1.977 5.206 0.442
C 1.979 3.981 -0.213
N 1.532 2.860 0.341
C 1.056 2.929 1.587
C 1.061 4.074 2.356
H 2.276 7.291 2.126
H 2.100 6.258 3.563
H 0.691 6.991 2.767
H 2.299 6.086 -0.117
H 2.409 3.929 -1.232
H 0.711 1.981 2.029
H 0.693 3.996 3.386
```

Results
**Frontier orbital gap**: 6.8 eV
**F_max**: 2.23 eV/A
**LUMO**: -0.27 eV
**Highest occupied orbital energy**: -7.04 eV

Record 14
ORCA calculation (wB97M-V/def2-TZVPD) on C3H3ClOS in the gas phase in a non-equilibrium geometry.

Structure (XYZ):
```
9
C3H3ClOS wB97M-V/def2-TZVPD
C 0.739 0.815 -0.191
C -0.316 0.020 0.124
C -0.308 -1.017 1.103
H -0.248 0.919 -2.275
H -0.954 -0.383 -0.626
H 0.315 -0.968 1.885
O 1.635 1.051 0.529
S 0.547 1.789 -1.631
Cl -1.410 -2.226 1.082
```

Results
**Frontier orbital gap**: 9.1 eV
**F_max**: 8.99 eV/A
**SMILES**: O=C(S)/C=C/Cl
**LUMO**: -0.68 eV
**Highest occupied orbital energy**: -9.76 eV

Record 15
ORCA calculation (wB97M-V/def2-TZVPD) on C2H7OPS in the gas phase in a non-equilibrium geometry.

Structure (XYZ):
```
12
C2H7OPS wB97M-V/def2-TZVPD
C 1.144 1.512 -0.373
C -0.077 -1.533 0.023
O -0.304 1.143 -0.088
P -1.102 -0.169 0.503
S -2.873 0.183 -0.120
H 1.724 0.565 -0.211
H 1.465 2.406 0.152
H 1.084 1.669 -1.431
H -0.003 -1.703 -1.055
H 0.921 -1.525 0.405
H -0.752 -2.391 0.383
H -1.227 -0.157 1.811
```

Results
**Frontier orbital gap**: 9.2 eV
**F_max**: 4.55 eV/A
**SMILES**: CO[P@H](C)=S
**LUMO**: 0.70 eV
**Highest occupied orbital energy**: -8.52 eV

E / eV: -22506.109; -23048.298; -16630.372; -54994.368; -8841.175; -21229.455; -7797.103; -36783.864; -6324.007; -23113.526; -16618.244; -13990.875; -104514.742; -28562.812; -24358.660